{
  "formula": "C34H72BFI4NO2",
  "method": "ωB97M-V with the def2-TZVPD basis set",
  "total_charge": -1,
  "relative_energy_kj_mol": 55.66,
  "homo_lumo_gap_ev": 7.312,
  "total_energy_ha": -2859.59436,
  "e_lumo_ev": 2.0,
  "multiplicity": 1,
  "e_homo_ev": -5.268,
  "elements": ["C", "C", "C", "I", "B", "I", "O", "C", "F", "C", "C", "C", "N", "C", "I", "C", "C", "I", "O", "H", "H", "H", "H", "H", "H", "H", "H", "H", "H", "H", "H", "H", "H", "H", "H", "C", "C", "C", "C", "C", "C", "H", "H", "H", "H", "H", "H", "H", "H", "H", "H", "H", "H", "H", "H", "C", "C", "C", "C", "C", "C", "H", "H", "H", "H", "H", "H", "H", "H", "H", "H", "H", "H", "H", "H", "C", "C", "C", "C", "C", "C", "H", "H", "H", "H", "H", "H", "H", "H", "H", "H", "H", "H", "H", "H", "C", "C", "C", "C", "C", "C", "H", "H", "H", "H", "H", "H", "H", "H", "H", "H", "H", "H", "H", "H"],
  "coordinates": [[6.402131, 0.593450, 3.920029], [4.892613, 0.483605, 3.730129], [4.027622, 0.999873, 4.879133], [4.911789, 0.745774, 6.853379], [2.515355, 0.392404, 4.912353], [2.585373, -1.885535, 5.138505], [1.712476, 1.010227, 5.984840], [1.037518, 1.978100, 5.288717], [0.140847, 2.691248, 6.030086], [0.533534, 1.265505, 4.018017], [0.267712, 2.300408, 2.926991], [-1.012980, 3.063349, 3.042076], [-1.359707, 3.829423, 2.102646], [-0.476014, 0.144306, 4.178944], [-2.062535, 0.641622, 5.606171], [-1.186372, -0.300194, 2.901308], [-2.082486, -1.521615, 3.202008], [0.196859, -0.929968, 1.368041], [1.766022, 0.640068, 3.667774], [6.665858, 1.553945, 4.338467], [6.911560, 0.525914, 2.961081], [6.783666, -0.198396, 4.545329], [4.654954, 1.087375, 2.859886], [4.660947, -0.546292, 3.487487], [3.964135, 2.073291, 4.765131], [1.765711, 2.719498, 4.938724], [0.283109, 1.838135, 1.950097], [1.071517, 3.018264, 2.921568], [-1.655695, 2.951596, 3.908791], [-2.247013, 4.278706, 2.328089], [-0.012538, -0.725669, 4.606384], [-1.794878, 0.481793, 2.485269], [-1.807874, -1.981066, 4.135138], [-3.131722, -1.265514, 3.174893], [-1.933312, -2.281624, 2.450641], [-1.507035, -6.643477, -3.329760], [-2.102797, -6.477338, -1.935316], [-2.037204, -5.041675, -1.417663], [-0.624439, -4.478303, -1.258155], [0.295973, -5.280648, -0.340075], [-0.196080, -5.352320, 1.101839], [-0.443755, -6.397109, -3.344956], [-1.608732, -7.676811, -3.667245], [-2.017612, -6.002348, -4.051787], [-1.599526, -7.154327, -1.239795], [-3.150770, -6.789452, -1.960228], [-2.562214, -4.986900, -0.459940], [-2.593402, -4.391529, -2.100981], [-0.702353, -3.456798, -0.874997], [-0.152619, -4.393757, -2.242518], [1.282672, -4.810197, -0.348371], [0.437901, -6.292547, -0.733179], [-0.304318, -4.351053, 1.522098], [0.515312, -5.899888, 1.721373], [-1.158659, -5.862731, 1.176094], [2.922681, -5.627439, -4.826401], [1.935037, -6.170473, -5.855557], [1.841947, -7.695047, -5.860962], [3.134488, -8.426442, -6.225787], [3.722965, -8.055300, -7.585740], [2.803418, -8.388185, -8.757190], [3.942386, -5.957989, -5.030398], [2.924853, -4.536781, -4.833839], [2.653922, -5.953471, -3.819375], [2.201620, -5.800330, -6.849668], [0.943599, -5.765888, -5.635233], [1.047430, -7.996891, -6.549886], [1.522035, -8.032617, -4.870108], [2.940432, -9.503699, -6.205044], [3.887197, -8.243914, -5.453820], [4.663955, -8.597392, -7.713320], [3.979112, -6.992807, -7.610384], [2.563864, -9.453504, -8.772927], [3.282345, -8.138813, -9.705414], [1.867460, -7.830052, -8.706661], [2.211089, 7.535223, -2.353889], [3.092971, 7.380789, -1.117997], [3.298732, 5.927361, -0.695787], [2.022184, 5.184834, -0.295879], [1.227122, 5.826983, 0.839024], [2.000814, 5.901539, 2.152675], [1.202963, 7.157408, -2.178752], [2.123380, 8.586206, -2.636038], [2.634316, 6.994684, -3.203353], [2.668539, 7.957389, -0.291833], [4.071649, 7.822303, -1.327549], [4.012070, 5.898209, 0.132675], [3.774107, 5.383000, -1.518740], [2.292571, 4.165077, -0.004719], [1.370468, 5.082346, -1.168649], [0.321657, 5.238132, 0.999582], [0.893925, 6.830137, 0.552047], [2.313164, 4.907090, 2.477999], [1.378659, 6.329700, 2.940489], [2.893630, 6.524625, 2.065848], [-7.756297, 3.181111, 1.656647], [-7.491069, 4.593168, 2.170828], [-7.426119, 5.642337, 1.062224], [-6.303381, 5.435389, 0.044380], [-4.897436, 5.381165, 0.638680], [-4.481838, 6.671564, 1.339445], [-6.956384, 2.832733, 1.002094], [-7.829034, 2.477184, 2.486717], [-8.694786, 3.140227, 1.099253], [-6.566846, 4.601667, 2.754419], [-8.290732, 4.871433, 2.862684], [-7.327830, 6.631995, 1.517675], [-8.381411, 5.652968, 0.526941], [-6.347362, 6.246353, -0.689893], [-6.484941, 4.514420, -0.516888], [-4.189319, 5.179451, -0.168650], [-4.811356, 4.541197, 1.333633], [-4.523363, 7.518563, 0.651355], [-3.459029, 6.594301, 1.711588], [-5.124748, 6.893975, 2.192867]],
  "forces_ev_per_angstrom": [[-0.11, 0.10, -0.46], [0.64, 0.06, 0.27], [-0.18, -0.81, -0.35], [-0.03, 0.07, -0.18], [0.03, 0.46, 0.14], [0.00, -0.58, 0.23], [-0.36, -0.18, 0.21], [0.71, -0.06, -0.32], [-0.26, -0.21, 0.40], [1.03, 0.73, -0.38], [-0.82, -0.36, 0.31], [-0.12, -0.05, 0.02], [-0.34, 0.50, -0.53], [-0.79, 0.42, -0.56], [-0.10, -0.20, -0.02], [-0.29, -0.86, 0.85], [0.31, -0.04, -0.77], [0.10, 0.08, -0.19], [0.21, 0.24, 0.19], [0.16, 0.27, 0.30], [0.04, -0.11, -0.21], [0.13, -0.13, 0.36], [-0.39, 0.08, -0.22], [-0.25, -0.22, 0.01], [-0.04, 0.42, 0.27], [-0.07, 0.31, -0.17], [0.06, -0.17, -0.27], [0.46, 0.20, 0.11], [0.15, -0.16, 0.37], [0.00, 0.01, -0.05], [0.35, -0.15, 0.45], [0.05, 0.45, -0.38], [-0.05, -0.07, 0.50], [-0.26, 0.16, 0.32], [-0.07, -0.23, -0.29], [0.00, -0.15, 0.07], [-0.05, 0.08, -0.09], [0.00, -0.01, 0.09], [0.04, 0.02, -0.09], [-0.02, 0.07, 0.07], [0.05, -0.09, -0.05], [0.00, 0.03, -0.02], [0.02, 0.02, -0.06], [0.03, 0.03, 0.00], [0.00, 0.02, 0.02], [0.01, -0.02, 0.02], [0.02, 0.01, 0.01], [-0.01, -0.02, -0.01], [0.02, 0.00, 0.03], [-0.02, 0.01, -0.01], [0.01, -0.01, -0.02], [0.00, 0.01, -0.03], [-0.01, 0.01, 0.01], [-0.02, 0.03, 0.05], [-0.01, 0.01, 0.00], [-0.04, 0.06, -0.10], [0.03, 0.01, 0.15], [-0.08, -0.03, -0.07], [0.05, 0.06, 0.06], [-0.03, -0.12, -0.04], [0.08, 0.10, -0.01], [0.00, -0.01, 0.02], [0.02, 0.00, 0.04], [0.03, -0.02, 0.01], [-0.01, -0.03, -0.02], [-0.01, 0.00, -0.04], [0.00, -0.02, 0.01], [-0.01, 0.02, 0.01], [0.01, 0.00, -0.02], [-0.01, 0.01, 0.01], [0.02, 0.03, 0.00], [-0.01, 0.01, 0.03], [-0.04, 0.00, 0.01], [-0.03, -0.02, -0.02], [-0.01, -0.02, 0.00], [0.01, 0.10, 0.08], [0.03, -0.03, -0.11], [0.02, -0.03, 0.06], [-0.02, 0.04, -0.05], [0.00, -0.09, 0.06], [-0.09, 0.13, -0.06], [0.00, -0.02, -0.01], [-0.01, -0.01, -0.03], [-0.03, -0.03, 0.00], [0.00, -0.02, 0.02], [0.00, 0.02, 0.03], [-0.01, -0.01, 0.00], [0.01, 0.02, -0.01], [-0.02, 0.00, 0.01], [0.01, -0.01, 0.00], [0.02, 0.02, -0.01], [0.04, 0.00, -0.03], [0.05, 0.00, -0.01], [0.02, -0.03, 0.03], [0.02, -0.03, 0.02], [0.05, 0.03, 0.10], [-0.10, -0.05, -0.06], [0.02, 0.06, 0.02], [-0.02, -0.07, -0.01], [0.05, 0.12, -0.06], [0.03, -0.12, 0.06], [-0.01, -0.01, -0.01], [-0.01, -0.03, -0.02], [0.01, 0.00, -0.04], [0.00, 0.02, 0.00], [0.03, 0.01, 0.03], [0.01, 0.00, -0.01], [-0.01, -0.01, 0.01], [0.02, 0.01, 0.00], [-0.01, 0.00, 0.01], [0.01, -0.05, 0.02], [-0.02, -0.02, -0.02], [-0.02, 0.02, 0.01], [0.01, 0.04, -0.01], [-0.01, 0.02, -0.01]]
}